1.
{"formula": "C33H24BrCl3N4O6Ti", "method": "ωB97M-V with the def2-TZVPD basis set", "total_energy_ha": -6746.51487, "multiplicity": 3, "lumo_energy_ev": [-0.4, -0.4], "e_above_lowest_kj_mol": 130.96, "gap_ev": [5.71, 7.00], "species": ["Ti", "C", "O", "C", "C", "C", "C", "C", "C", "N", "N", "C", "C", "O", "C", "C", "C", "C", "C", "C", "C", "C", "H", "H", "H", "H", "H", "H", "H", "H", "H", "H", "H", "H", "H", "C", "O", "C", "C", "C", "Br", "C", "C", "C", "O", "C", "N", "C", "C", "C", "C", "C", "C", "N", "H", "H", "H", "H", "H", "H", "H", "H", "H", "H", "H", "Cl", "C", "Cl", "Cl", "C", "O", "O"], "coordinates": [[0.734, -0.260, -1.309], [2.328, 2.187, -0.135], [1.102, 1.612, -0.538], [-0.070, 2.174, -0.013], [-0.159, 3.233, 0.863], [-1.419, 3.706, 1.233], [-2.568, 3.136, 0.708], [-2.495, 2.068, -0.164], [-1.242, 1.549, -0.518], [-0.985, 0.513, -1.354], [-1.872, 0.019, -2.212], [-1.365, -0.408, -3.376], [-0.019, -0.150, -3.810], [0.927, 0.271, -2.964], [0.304, -0.284, -5.169], [-0.606, -0.736, -6.090], [-1.895, -1.142, -5.683], [-2.807, -1.717, -6.589], [-4.033, -2.154, -6.162], [-4.390, -2.046, -4.815], [-3.529, -1.469, -3.915], [-2.274, -1.000, -4.325], [2.364, 3.249, -0.403], [3.113, 1.667, -0.687], [2.490, 2.065, 0.944], [0.720, 3.718, 1.260], [-1.479, 4.542, 1.912], [-3.532, 3.539, 0.975], [-3.382, 1.622, -0.583], [1.310, -0.010, -5.462], [-0.325, -0.831, -7.129], [-2.520, -1.820, -7.626], [-4.726, -2.588, -6.867], [-5.348, -2.419, -4.486], [-3.790, -1.378, -2.873], [3.815, -1.052, -0.881], [2.528, -1.007, -0.275], [2.490, -1.395, 1.057], [3.492, -2.150, 1.662], [3.436, -2.343, 3.043], [4.787, -3.393, 3.865], [2.485, -1.740, 3.821], [1.477, -0.964, 3.221], [1.425, -0.900, 1.816], [0.361, -0.273, 1.157], [0.736, -0.099, 4.100], [1.152, 0.104, 5.333], [0.407, 1.129, 5.822], [0.505, 1.796, 7.042], [-0.360, 2.846, 7.263], [-1.310, 3.222, 6.307], [-1.409, 2.586, 5.083], [-0.528, 1.546, 4.840], [-0.299, 0.740, 3.754], [4.561, -0.599, -0.217], [3.745, -0.486, -1.816], [4.108, -2.081, -1.110], [4.291, -2.601, 1.098], [2.496, -1.798, 4.896], [-0.385, -0.901, 1.118], [1.251, 1.505, 7.765], [-0.297, 3.399, 8.190], [-1.974, 4.045, 6.529], [-2.129, 2.894, 4.339], [-0.743, 0.804, 2.851], [1.145, -5.101, -2.047], [0.498, -3.523, -2.492], [1.839, -2.421, -2.803], [-0.495, -3.635, -3.952], [-0.381, -3.007, -1.291], [-1.296, -3.702, -0.920], [0.016, -1.908, -0.800]], "lowdin_spin": [0.90, 0.01, 0.02, 0.03, 0.00, 0.04, 0.00, 0.04, 0.01, 0.13, 0.35, -0.01, 0.13, 0.08, -0.01, 0.14, 0.00, 0.03, -0.01, 0.03, -0.01, 0.04, 0.00, 0.00, 0.00, 0.00, 0.00, 0.00, 0.00, 0.00, 0.01, 0.00, 0.00, 0.00, 0.00, 0.00, 0.02, 0.00, 0.00, 0.00, 0.00, 0.00, 0.00, 0.00, 0.00, 0.00, 0.00, 0.00, 0.00, 0.00, 0.00, 0.00, 0.00, 0.00, 0.00, 0.00, 0.00, 0.00, 0.00, 0.00, 0.00, 0.00, 0.00, 0.00, 0.00, 0.00, 0.00, 0.01, 0.00, 0.00, 0.01, 0.01]}



2.
{"formula": "C33H24BrO7PPtS", "method": "ωB97M-V with the def2-TZVPD basis set", "total_energy_ha": -5231.64001, "multiplicity": 3, "lumo_energy_ev": [3.9, 3.9], "e_above_lowest_kj_mol": 0.33, "gap_ev": [5.17, 5.64], "charge": -2, "species": ["Pt", "O", "C", "O", "C", "O", "O", "O", "P", "C", "C", "C", "C", "C", "C", "C", "C", "C", "C", "C", "C", "C", "C", "C", "C", "C", "C", "H", "H", "H", "H", "H", "H", "H", "H", "H", "H", "H", "H", "H", "H", "H", "S", "C", "C", "C", "C", "C", "C", "H", "H", "H", "H", "H", "Br", "C", "C", "C", "C", "C", "C", "C", "O", "O", "H", "H", "H", "H"], "coordinates": [[-1.463, -0.545, 0.971], [-5.534, 0.074, 0.576], [-4.365, -0.290, 0.542], [-3.475, 0.012, 1.433], [-3.857, -1.151, -0.689], [-4.659, -1.520, -1.541], [-2.592, -1.402, -0.709], [0.687, 0.124, -0.502], [0.406, -0.011, -1.952], [0.591, -1.685, -2.605], [1.773, -2.116, -3.203], [1.923, -3.443, -3.575], [0.895, -4.347, -3.338], [-0.275, -3.925, -2.725], [-0.435, -2.597, -2.353], [-1.242, 0.548, -2.413], [-1.922, 0.061, -3.525], [-3.222, 0.472, -3.775], [-3.846, 1.356, -2.906], [-3.163, 1.854, -1.806], [-1.856, 1.460, -1.558], [1.537, 1.054, -2.907], [2.223, 2.024, -2.181], [3.044, 2.931, -2.836], [3.187, 2.872, -4.216], [2.503, 1.906, -4.944], [1.678, 1.003, -4.291], [2.583, -1.416, -3.370], [2.846, -3.773, -4.036], [1.016, -5.387, -3.620], [-1.068, -4.630, -2.509], [-1.341, -2.285, -1.834], [-1.460, -0.679, -4.169], [-3.766, 0.060, -4.616], [-4.882, 1.629, -3.066], [-3.657, 2.514, -1.105], [-1.332, 1.828, -0.679], [2.095, 2.053, -1.105], [3.571, 3.687, -2.266], [3.829, 3.581, -4.726], [2.609, 1.860, -6.021], [1.139, 0.256, -4.863], [-0.415, -2.681, 1.412], [-0.157, -2.896, 3.131], [0.431, -4.086, 3.585], [0.677, -4.305, 4.931], [0.338, -3.346, 5.877], [-0.258, -2.168, 5.442], [-0.504, -1.941, 4.097], [0.695, -4.844, 2.855], [1.138, -5.238, 5.242], [0.531, -3.514, 6.931], [-0.538, -1.405, 6.162], [-0.958, -1.016, 3.777], [2.949, 1.764, 6.486], [2.161, 2.704, 5.023], [2.452, 4.050, 4.868], [1.878, 4.732, 3.804], [1.037, 4.072, 2.921], [0.755, 2.722, 3.092], [1.325, 2.028, 4.155], [-0.162, 2.003, 2.095], [-0.584, 2.664, 1.140], [-0.398, 0.798, 2.403], [3.114, 4.549, 5.563], [2.094, 5.786, 3.668], [0.578, 4.577, 2.081], [1.101, 0.975, 4.272]], "lowdin_spin": [1.40, 0.02, 0.01, 0.14, 0.00, 0.01, 0.08, 0.03, 0.00, 0.00, 0.00, 0.00, 0.00, 0.00, 0.00, 0.00, 0.00, 0.00, 0.00, 0.00, 0.01, 0.00, 0.00, 0.00, 0.00, 0.00, 0.00, 0.00, 0.00, 0.00, 0.00, 0.00, 0.00, 0.00, 0.00, 0.00, 0.00, 0.00, 0.00, 0.00, 0.00, 0.00, 0.18, 0.03, 0.01, 0.00, 0.00, 0.00, 0.00, 0.00, 0.00, 0.00, 0.00, 0.00, 0.00, 0.00, 0.00, 0.00, 0.00, 0.00, 0.00, 0.01, 0.00, 0.05, 0.00, 0.00, 0.00, 0.00]}



3.
{"formula": "C33H24MoN12O", "method": "ωB97M-V with the def2-TZVPD basis set", "total_energy_ha": -2072.11791, "lumo_energy_ev": [-6.7, -6.6], "e_above_lowest_kj_mol": 7.28, "gap_ev": [6.96, 6.96], "charge": 2, "species": ["Mo", "C", "C", "C", "C", "N", "C", "N", "C", "N", "C", "N", "C", "C", "C", "C", "C", "N", "C", "C", "C", "C", "C", "C", "H", "H", "H", "H", "H", "H", "H", "H", "H", "H", "H", "H", "O", "C", "C", "C", "C", "C", "C", "C", "N", "C", "C", "N", "H", "H", "H", "H", "H", "H", "H", "N", "C", "N", "C", "N", "C", "C", "N", "C", "C", "N", "H", "H", "H", "H", "H"], "coordinates": [[0.430, 0.363, 0.196], [1.855, 1.185, -3.823], [1.094, 0.376, -4.667], [0.003, -0.278, -4.151], [-0.324, -0.140, -2.795], [0.454, 0.592, -1.965], [1.503, 1.253, -2.501], [-1.510, -0.729, -2.407], [-2.082, -0.428, -1.304], [-1.566, 0.341, -0.266], [-2.570, 0.559, 0.666], [-2.517, 1.353, 1.674], [-1.584, 2.374, 1.641], [-1.906, 3.512, 2.392], [-1.207, 4.678, 2.199], [-0.205, 4.700, 1.228], [0.116, 3.531, 0.590], [-0.500, 2.352, 0.833], [-3.749, -0.230, 0.277], [-4.988, -0.372, 0.874], [-5.920, -1.159, 0.206], [-5.625, -1.750, -1.022], [-4.385, -1.581, -1.629], [-3.454, -0.821, -0.948], [2.708, 1.739, -4.187], [1.348, 0.280, -5.714], [-0.646, -0.888, -4.762], [2.076, 1.845, -1.804], [-2.753, 3.446, 3.059], [-1.461, 5.571, 2.754], [0.323, 5.608, 0.977], [0.891, 3.515, -0.160], [-5.219, 0.110, 1.814], [-6.900, -1.308, 0.638], [-6.384, -2.342, -1.515], [-4.158, -2.018, -2.592], [2.094, -0.500, -0.119], [2.595, -1.449, -0.927], [3.860, -1.270, -1.482], [4.369, -2.232, -2.332], [3.630, -3.374, -2.632], [2.386, -3.560, -2.065], [1.858, -2.600, -1.200], [0.601, -2.765, -0.506], [-0.094, -1.804, 0.100], [-1.208, -2.422, 0.638], [-1.171, -3.748, 0.371], [-0.026, -3.948, -0.350], [4.424, -0.380, -1.238], [5.348, -2.095, -2.771], [4.032, -4.116, -3.307], [1.820, -4.449, -2.317], [-1.991, -1.886, 1.141], [-1.847, -4.547, 0.617], [0.325, -4.835, -0.674], [4.030, 2.659, 1.563], [3.237, 2.426, 0.519], [2.182, 1.744, 0.926], [2.414, 1.569, 2.259], [3.535, 2.104, 2.676], [1.493, 0.828, 3.104], [1.610, 0.808, 4.488], [0.744, 0.155, 5.248], [-0.238, -0.484, 4.632], [-0.361, -0.488, 3.248], [0.507, 0.164, 2.474], [4.902, 3.169, 1.594], [3.455, 2.780, -0.475], [2.417, 1.337, 4.978], [-0.956, -1.015, 5.244], [-1.165, -1.019, 2.770]], "lowdin_charge": [1.77, -0.03, -0.01, 0.03, -0.29, -0.01, -0.12, 0.20, -0.29, -0.06, -0.30, 0.18, -0.31, 0.02, -0.02, -0.03, -0.13, -0.01, -0.12, 0.02, -0.03, -0.03, 0.02, -0.12, 0.12, 0.13, 0.13, 0.08, 0.13, 0.13, 0.12, 0.09, 0.13, 0.12, 0.12, 0.13, -0.29, -0.30, 0.01, -0.04, -0.05, -0.01, -0.09, -0.23, 0.00, -0.12, -0.02, 0.15, 0.12, 0.12, 0.12, 0.12, 0.10, 0.14, 0.17, 0.08, -0.11, 0.00, -0.29, 0.17, -0.17, -0.02, 0.14, -0.06, -0.07, 0.03, 0.18, 0.14, 0.13, 0.13, 0.09]}



4.
{"formula": "C33H25AsN3PdS", "method": "ωB97M-V with the def2-TZVPD basis set", "total_energy_ha": -4198.67008, "lumo_energy_ev": 2.7, "e_above_lowest_kj_mol": 38.47, "gap_ev": 4.98, "charge": -1, "species": ["Pd", "C", "C", "C", "C", "N", "C", "C", "C", "C", "C", "C", "N", "C", "C", "C", "C", "C", "N", "H", "H", "H", "H", "H", "H", "H", "H", "H", "H", "H", "S", "C", "C", "C", "C", "C", "C", "As", "C", "C", "C", "C", "C", "C", "C", "C", "C", "C", "C", "C", "H", "H", "H", "H", "H", "H", "H", "H", "H", "H", "H", "H", "H", "H"], "coordinates": [[-1.245, -0.425, 0.440], [2.723, -2.683, 1.410], [2.868, -2.323, 2.747], [1.759, -1.872, 3.434], [0.536, -1.787, 2.766], [0.413, -2.060, 1.459], [1.487, -2.512, 0.815], [-0.741, -1.469, 3.423], [-1.075, -1.990, 4.668], [-2.365, -1.814, 5.145], [-3.293, -1.174, 4.340], [-2.883, -0.675, 3.107], [-1.612, -0.759, 2.688], [-3.827, -0.114, 2.127], [-4.872, 0.731, 2.487], [-5.724, 1.196, 1.501], [-5.509, 0.784, 0.193], [-4.442, -0.054, -0.080], [-3.597, -0.494, 0.857], [3.554, -3.078, 0.841], [3.831, -2.400, 3.235], [1.833, -1.564, 4.470], [1.336, -2.734, -0.235], [-0.338, -2.551, 5.228], [-2.655, -2.226, 6.103], [-4.326, -1.082, 4.647], [-4.994, 1.030, 3.521], [-6.536, 1.868, 1.748], [-6.154, 1.125, -0.606], [-4.247, -0.399, -1.085], [-2.062, 1.584, -1.232], [-1.373, 1.327, -2.799], [-1.990, 1.834, -3.959], [-1.447, 1.622, -5.212], [-0.276, 0.883, -5.359], [0.352, 0.381, -4.229], [-0.165, 0.610, -2.958], [0.558, -0.108, -1.307], [2.352, -0.635, -1.986], [2.438, -1.834, -2.697], [3.654, -2.315, -3.156], [4.822, -1.612, -2.889], [4.758, -0.435, -2.156], [3.535, 0.047, -1.707], [1.165, 1.545, -0.436], [1.353, 2.738, -1.126], [1.758, 3.884, -0.458], [2.011, 3.848, 0.906], [1.848, 2.656, 1.599], [1.420, 1.516, 0.934], [-2.909, 2.397, -3.847], [-1.931, 2.039, -6.089], [0.147, 0.703, -6.341], [1.268, -0.188, -4.334], [1.522, -2.386, -2.894], [3.699, -3.242, -3.716], [5.776, -1.979, -3.248], [5.668, 0.111, -1.938], [3.493, 0.967, -1.137], [1.146, 2.773, -2.190], [1.867, 4.815, -1.004], [2.332, 4.744, 1.424], [2.052, 2.618, 2.663], [1.256, 0.598, 1.482]], "nbo_charge": [0.15, -0.26, -0.19, -0.25, 0.15, -0.40, 0.05, 0.17, -0.24, -0.19, -0.24, 0.19, -0.42, 0.15, -0.25, -0.19, -0.26, 0.08, -0.43, 0.22, 0.21, 0.21, 0.21, 0.21, 0.21, 0.22, 0.21, 0.20, 0.21, 0.22, -0.39, -0.15, -0.25, -0.22, -0.31, -0.15, -0.43, 0.93, -0.34, -0.24, -0.23, -0.24, -0.24, -0.16, -0.31, -0.22, -0.22, -0.24, -0.23, -0.16, 0.21, 0.19, 0.19, 0.20, 0.21, 0.20, 0.20, 0.20, 0.21, 0.22, 0.20, 0.20, 0.20, 0.20]}